This record from the OMol25 dataset describes a cluster of 4 separate species, C23H53FIN6O16P2S3 in total in a non-equilibrium geometry. The level of theory is the ωB97M-V functional and the def2-TZVPD basis.

```
105
Properties=species:S:1:pos:R:3:forces:R:3
C 0.34767 0.65898 4.83316 0.00 0.17 -1.19
C -0.82796 0.39355 3.79939 1.05 -0.60 1.35
C -0.38054 -0.82411 2.93601 0.81 0.77 0.66
F -0.72833 -2.01243 3.59668 -0.10 0.68 -0.67
N -0.81354 -0.82593 1.53855 -1.41 -1.39 1.19
C -1.95578 -0.08643 1.17616 3.04 2.19 -0.57
N -3.21349 -0.40702 1.20432 0.31 -0.27 2.28
C -3.59881 -1.75305 1.70642 -0.50 0.70 -0.72
C -3.75780 -1.87851 3.25933 0.29 0.37 -1.36
O -3.40759 -2.87084 3.75124 0.26 -1.43 0.89
I -4.61782 -0.37418 4.54082 0.00 0.16 -0.26
P -4.55305 0.71306 0.61131 -1.59 1.33 -2.51
N -6.01855 0.43807 1.46873 1.92 0.48 0.21
O -4.13527 2.28499 0.99956 -0.30 -2.11 1.02
N -1.44071 1.14172 0.68641 -0.77 -1.53 0.16
C 0.01837 1.03313 0.44797 -0.61 0.26 -1.60
O 0.71811 1.83860 1.38544 -1.85 -0.80 0.02
N 2.10259 1.86940 1.07501 1.17 1.26 -0.72
O 2.36585 2.95678 0.74090 0.44 -0.82 0.44
P 0.13881 1.54497 -1.37655 -0.31 -0.66 -2.27
N -0.88049 0.72250 -2.22261 0.75 0.11 0.86
O 1.69028 1.25003 -1.88536 -1.33 0.70 1.28
O -0.22610 3.14321 -1.44698 2.05 -1.45 0.32
C 0.17506 -0.50996 0.48969 -0.14 -0.71 -1.24
O 1.44281 -1.07773 0.52753 -0.83 0.42 1.39
C 1.32394 -2.51311 0.63920 0.32 -1.76 -0.04
C 2.71404 -3.20779 0.50524 0.00 0.58 -0.41
C 3.41718 -2.60824 -0.76649 -0.32 -0.76 0.37
C 3.59755 -3.17824 1.82029 0.77 0.92 0.05
C 3.09012 -2.20375 2.93529 -0.06 -0.89 0.28
C 5.10027 -2.77727 1.52712 -0.62 -0.43 0.15
H 0.77266 -0.29775 5.20221 -0.48 0.65 0.14
H 0.02106 1.34712 5.63490 0.26 -0.59 -0.30
H 1.16250 1.15839 4.25153 -0.49 -0.28 0.58
H -1.71039 0.10367 4.40362 0.22 0.34 -0.70
H -0.95045 1.33866 3.23842 -0.31 -0.75 0.09
H 0.73546 -0.81792 2.93249 -0.80 -0.09 -0.41
H -4.58367 -1.99417 1.23865 0.59 0.10 0.37
H -2.86756 -2.47778 1.28703 -0.41 0.31 0.86
H -6.15426 1.11928 2.21997 -0.25 -0.47 0.02
H -6.12900 -0.51577 1.80975 -0.42 0.29 -0.05
H -4.14600 2.41480 1.96890 0.10 0.34 -0.29
H -1.98251 1.61626 -0.03819 0.01 0.12 0.38
H -0.39318 0.18228 -2.94406 -0.54 0.14 0.06
H 1.72389 0.27464 -1.97525 0.38 0.40 -0.16
H 0.57359 3.58097 -1.80757 -0.56 0.36 0.24
H -0.29178 -0.96145 -0.42474 0.02 0.94 0.43
H 0.86756 -2.84530 1.59722 0.12 0.64 -0.46
H 0.64708 -2.90238 -0.16885 0.50 0.51 0.39
H 2.49757 -4.28245 0.29000 -0.01 0.79 0.09
H 2.71070 -2.71155 -1.62351 0.49 0.34 0.48
H 4.29172 -3.24290 -1.00615 -0.34 0.67 0.03
H 3.72020 -1.55216 -0.59712 -0.15 -0.76 -0.33
H 3.63219 -4.20775 2.23794 -0.20 0.64 -0.16
H 2.10087 -2.53677 3.33514 0.60 0.39 -0.29
H 3.03596 -1.14909 2.59120 0.09 -0.63 0.17
H 3.79933 -2.29381 3.79152 -0.50 0.31 -0.59
H 5.52502 -3.52211 0.82280 0.03 0.66 0.38
H 5.17953 -1.74892 1.10755 0.01 -0.79 0.19
H 5.68343 -2.80953 2.47602 -0.40 -0.04 -0.66
O 6.71038 -0.20531 -0.43453 0.12 0.09 -0.23
S 7.24332 1.10020 -0.17160 0.22 0.26 0.66
O 7.73200 1.93606 -1.22336 -0.17 -0.29 -0.14
O 8.36699 0.98387 0.96098 -0.57 0.11 -0.05
C 9.44305 0.05330 0.76033 0.79 -0.44 -0.25
C 10.47920 0.58933 -0.20867 -0.13 0.14 -0.26
C 6.07149 2.01464 0.77879 -0.04 0.04 0.16
H 9.05630 -0.91381 0.43076 -0.18 0.12 -0.01
H 9.90544 -0.10005 1.73528 -0.29 0.18 0.10
H 10.07205 0.66499 -1.21758 0.02 -0.03 0.03
H 11.34767 -0.06990 -0.24266 -0.05 -0.01 0.09
H 10.80189 1.58894 0.08611 0.03 -0.08 0.07
H 5.73554 1.40001 1.61151 0.06 -0.01 -0.02
H 5.23164 2.25845 0.12997 0.09 -0.05 -0.09
H 6.54412 2.92744 1.13514 0.01 -0.04 -0.04
O 3.96754 0.62483 -5.99374 -0.09 -0.38 0.15
S 2.54722 0.61243 -5.83238 -0.40 0.54 -0.50
O 1.88104 -0.43720 -5.11177 0.28 0.00 0.15
O 1.85987 0.77229 -7.26612 0.07 0.24 0.52
C 2.23838 -0.14021 -8.30994 0.12 -0.72 -0.60
C 1.57303 -1.49308 -8.14574 -0.01 -0.10 0.31
C 2.02651 2.15859 -5.16589 -0.11 0.17 -0.04
H 3.32517 -0.23717 -8.35780 -0.03 0.12 0.18
H 1.91377 0.31048 -9.24741 -0.05 0.28 0.22
H 1.94914 -2.01168 -7.26297 0.01 0.00 -0.05
H 1.76638 -2.12199 -9.01567 0.01 0.10 -0.03
H 0.49499 -1.37986 -8.02035 0.03 0.02 -0.10
H 2.48310 2.96560 -5.73449 0.00 -0.08 -0.03
H 2.35586 2.19480 -4.12911 0.07 -0.11 -0.06
H 0.94022 2.21310 -5.21649 0.03 -0.03 -0.02
O -9.45184 1.10600 2.60641 0.16 -0.27 -0.21
S -10.79637 0.88664 2.15232 -0.75 0.58 -0.02
O -11.22088 -0.39145 1.67124 0.43 -0.05 0.07
O -11.16363 2.00003 1.06299 0.03 -0.10 0.51
C -10.29182 2.16572 -0.06468 0.39 -0.07 -0.78
C -10.50366 1.08317 -1.10580 0.00 -0.28 0.12
C -11.92115 1.42423 3.40035 -0.02 0.11 0.01
H -9.24899 2.20379 0.25981 -0.09 -0.05 0.18
H -10.52936 3.13635 -0.49966 -0.18 0.03 0.29
H -10.18501 0.10956 -0.73127 0.00 0.04 -0.02
H -9.93083 1.30308 -2.00801 -0.03 0.09 0.04
H -11.55969 1.00002 -1.36582 0.05 0.09 -0.03
H -11.62988 2.41806 3.73267 0.00 -0.03 -0.04
H -11.86133 0.71800 4.22676 0.07 -0.04 -0.09
H -12.92722 1.43083 2.98691 0.06 -0.03 -0.03
```
Positions in Å, forces in eV/Å.

Properties
HOMO energy in eV: -12.2
Charge: +1

***

This record from the OMol25 dataset describes a cluster of 3 separate species, C23H53I2N7O4P2 in total in a non-equilibrium geometry. The level of theory is the ωB97M-V functional and the def2-TZVPD basis.

```
91
Properties=species:S:1:pos:R:3:forces:R:3
C 0.01004 1.02583 3.23967 0.51 0.31 -0.27
C 0.12713 -0.10365 2.85470 -0.57 -0.56 -0.66
C 0.25110 -1.45028 2.22890 0.62 0.75 1.37
C 1.49431 -1.43061 1.30619 -0.14 -0.06 -1.45
O 2.14007 -2.68778 1.16499 -0.20 0.31 0.59
C 2.72218 -3.17335 2.36690 0.40 -1.26 0.53
C 4.25001 -3.30215 2.29738 -0.27 0.35 -0.76
C 5.03357 -1.97980 2.21843 0.29 -0.42 -0.70
C 5.05758 -1.34046 0.80426 0.64 0.29 0.77
I 4.42764 -0.48787 3.66004 0.07 -0.24 0.14
C 1.10020 -1.00376 -0.13706 -0.22 0.17 -0.36
N 0.54329 0.35702 -0.20577 0.03 -0.54 0.29
C 0.09287 -1.96826 -0.78644 -0.85 -0.06 -0.08
C -0.16249 -1.61333 -2.26336 0.35 -0.33 0.79
O 0.49255 -1.98281 -3.16595 0.04 0.09 -0.31
I -1.93405 -0.36156 -2.60266 0.16 -0.13 0.00
H 0.10630 2.07853 3.39497 -0.28 -0.20 0.33
H 0.39295 -2.13459 3.07732 0.10 -0.12 -0.40
H -0.67434 -1.75857 1.73702 0.17 0.17 -0.06
H 2.23326 -0.67746 1.62362 -0.33 -0.17 0.35
H 2.44981 -2.61024 3.26887 -0.07 0.20 -0.38
H 2.32783 -4.19256 2.51987 0.05 0.25 -0.03
H 4.62744 -3.96160 3.08923 -0.27 0.37 0.11
H 4.46830 -3.83711 1.35530 0.03 0.15 0.21
H 6.07555 -2.21709 2.45848 -0.27 0.31 0.29
H 5.32042 -0.28134 0.92135 -0.25 -0.17 -0.25
H 4.12292 -1.45173 0.25258 0.20 -0.04 0.08
H 5.91592 -1.78001 0.27575 -0.51 -0.13 -0.20
H 1.98916 -1.00834 -0.78737 0.02 -0.19 0.45
H 1.00738 0.93157 0.49137 -0.06 0.11 -0.12
H -0.43297 0.29631 0.07230 0.04 0.33 0.03
H -0.90007 -1.93493 -0.31343 0.35 0.23 0.11
H 0.41334 -3.01457 -0.69897 0.28 0.31 -0.35
O 5.34470 3.08592 2.00238 -3.57 -1.17 -0.98
P 4.63703 4.42690 2.03804 6.00 3.70 1.39
N 5.57637 5.15540 0.78367 0.27 0.41 -0.30
C 6.53778 6.23205 0.81251 -0.04 0.21 0.08
C 5.31460 4.67010 -0.55967 -0.47 -0.38 0.22
N 5.09134 4.82733 3.64061 0.06 -0.63 0.43
C 5.70792 6.07149 4.05545 -0.53 0.48 0.12
C 5.63553 3.72985 4.44319 -0.14 -0.39 -0.04
N 3.48029 5.76930 2.06363 -2.56 -2.06 -0.33
C 2.11024 5.20374 1.99350 -0.04 -0.04 0.49
C 3.51844 6.98951 1.28123 0.50 0.01 -0.65
H 6.22270 7.06074 0.16240 0.03 0.03 -0.02
H 7.52039 5.89894 0.45750 0.00 -0.05 0.02
H 6.68331 6.65803 1.80070 -0.09 -0.13 0.07
H 4.32687 5.00354 -0.91764 0.05 -0.02 -0.18
H 5.32917 3.57714 -0.59189 -0.01 0.01 0.00
H 6.05965 5.02237 -1.27247 0.07 0.11 0.15
H 6.77474 6.09930 3.80490 0.01 0.01 0.00
H 5.63035 6.19046 5.13950 -0.03 -0.13 -0.01
H 5.21188 6.94655 3.63667 0.01 -0.08 -0.23
H 6.66451 3.48767 4.15484 -0.04 -0.16 0.01
H 5.00717 2.83828 4.34652 0.35 0.17 -0.12
H 5.63166 3.98353 5.50636 -0.04 0.34 -0.09
H 1.91120 4.76045 1.01217 -0.18 0.08 0.00
H 1.34766 5.95778 2.19503 0.11 0.07 0.01
H 1.99181 4.42069 2.75085 0.10 -0.03 -0.04
H 3.51294 6.82114 0.19852 0.09 0.10 -0.01
H 4.36616 7.61546 1.55406 0.21 -0.22 -0.13
H 2.63878 7.59365 1.51664 -0.12 -0.29 0.13
O -7.50149 -2.97634 -1.00928 -0.66 -3.51 1.19
P -7.41015 -3.74719 -2.31072 1.66 5.60 -4.00
N -5.76805 -3.35166 -2.66524 0.39 0.12 -0.24
C -5.18240 -2.55119 -3.71561 -0.05 -0.01 -0.26
C -4.77107 -3.98473 -1.82126 -0.44 -0.32 0.32
N -8.59445 -2.84451 -3.16167 -0.49 0.37 0.53
C -8.43575 -2.27633 -4.48592 -0.10 -0.57 -0.52
C -9.41585 -1.93025 -2.36739 0.04 0.07 0.30
N -7.48726 -4.96983 -3.59093 -1.08 -2.31 2.10
C -8.04488 -6.21672 -3.01110 -0.47 0.15 -0.09
C -6.45217 -5.32330 -4.54282 0.76 0.27 0.17
H -4.48710 -3.14721 -4.32406 0.04 0.03 -0.01
H -4.61027 -1.71259 -3.30409 -0.06 -0.03 0.02
H -5.91012 -2.13481 -4.40631 -0.14 -0.07 0.12
H -4.69888 -5.06471 -2.03200 0.17 0.00 0.07
H -5.02096 -3.86749 -0.76288 -0.01 -0.01 -0.01
H -3.78097 -3.55262 -1.96787 -0.09 0.11 -0.15
H -7.83467 -1.35989 -4.46522 0.00 0.01 -0.01
H -9.41040 -2.01077 -4.90412 -0.04 -0.02 0.13
H -8.00318 -2.98013 -5.19635 0.20 -0.05 0.14
H -8.86426 -1.02244 -2.09680 -0.05 0.02 0.09
H -9.76804 -2.40808 -1.45822 0.17 0.05 0.04
H -10.30795 -1.63439 -2.92501 0.14 -0.09 -0.24
H -7.34339 -6.67811 -2.30813 -0.04 -0.18 -0.07
H -8.29519 -6.94745 -3.78193 0.05 0.10 -0.07
H -8.97116 -5.99484 -2.47029 0.07 0.07 0.04
H -5.52121 -5.66603 -4.07727 0.07 0.07 -0.10
H -6.24249 -4.50610 -5.23074 0.14 0.18 0.24
H -6.81210 -6.13670 -5.17772 -0.24 -0.04 0.24
```
Positions in Å, forces in eV/Å.

Properties
SMILES: C#CC[C@@H](OCC[C@@H](C)I)[C@H](N)CC(=O)I.CN(C)P(=O)(N(C)C)N(C)C.CN(C)P(=O)(N(C)C)N(C)C
HOMO energy in eV: -7.8
Energy above the lowest of the compared OMol25 structures with the same formula, charge and spin in kJ/mol: 0.0
Charge: 0

***

What are the total energy values for these records? In order: -128302.44440, -78103.79541 eV.
What are the orbital gap values for these records? In order: 8.69, 7.65 eV.
What are the lowest unoccupied orbital energy values for these records? In order: -0.130, -0.007 Ha.